{
  "formula": "C57H45N2O16PS",
  "method": "ωB97M-V/def2-TZVPD",
  "symbols": ["C", "C", "O", "N", "C", "C", "C", "C", "C", "C", "O", "C", "C", "C", "P", "S", "C", "C", "C", "O", "N", "C", "C", "C", "C", "C", "C", "C", "O", "H", "H", "H", "H", "H", "H", "H", "H", "H", "H", "H", "H", "H", "H", "H", "H", "H", "H", "H", "H", "H", "O", "C", "C", "C", "C", "O", "C", "C", "H", "H", "H", "H", "O", "C", "C", "C", "C", "O", "C", "C", "H", "H", "H", "H", "O", "C", "C", "C", "C", "O", "C", "C", "H", "H", "H", "H", "O", "C", "C", "C", "C", "O", "C", "C", "H", "H", "H", "H", "O", "C", "C", "C", "C", "O", "C", "C", "H", "H", "H", "H", "O", "C", "C", "C", "C", "O", "C", "C", "H", "H", "H", "H"],
  "positions_angstrom": [[-0.46309, 4.62416, -1.52388], [-1.52507, 3.46336, -1.70949], [-1.60917, 2.97807, -2.80759], [-2.23824, 3.06855, -0.52449], [-3.36315, 3.91659, -0.13218], [-2.35794, 1.66476, -0.30215], [-3.46804, 0.77059, -0.61957], [-4.76298, 1.32966, -1.25605], [-4.37176, 1.89879, -2.76470], [-5.07851, 1.07073, -3.97168], [-3.56461, 0.99840, -3.56194], [-3.38511, -0.68407, -0.33404], [-4.58287, -1.61396, -0.71982], [-2.19824, -1.30676, 0.28819], [-2.03821, -3.12148, 0.66376], [-1.45128, -3.50817, 2.49477], [-1.08753, -0.41085, 0.60146], [-1.18804, 1.02742, 0.33018], [0.12557, 1.71052, 0.82390], [0.23000, 2.87676, 1.05809], [1.05391, 0.61385, 0.95597], [1.77040, 0.67980, -0.31506], [2.62675, 1.84493, -0.54945], [3.36937, 2.08072, -1.77019], [3.28090, 1.08619, -2.83542], [2.42290, -0.06406, -2.60356], [1.66798, -0.29675, -1.39144], [0.32859, -0.63352, 1.21017], [0.84409, -1.54713, 1.76345], [-0.75478, 5.53075, -2.10324], [0.47582, 4.21784, -1.99403], [-0.21648, 4.81135, -0.45260], [-3.80038, 3.49939, 0.81612], [-3.06155, 4.98180, 0.09500], [-4.16512, 3.97731, -0.91925], [-5.52273, 0.56795, -1.53117], [-5.19979, 2.19273, -0.70561], [-4.25464, 3.02978, -2.90298], [-5.37521, 0.03020, -3.71929], [-4.79406, 1.42417, -4.99213], [-4.61828, -2.55673, -0.13276], [-4.58776, -1.81339, -1.82991], [-5.55719, -1.08571, -0.52224], [-3.28102, -3.82140, 0.51899], [-1.17955, -3.73302, -0.31350], [2.70166, 2.60940, 0.26137], [3.96804, 3.01953, -1.83556], [3.83242, 1.23825, -3.79384], [2.33388, -0.79532, -3.43634], [1.01078, -1.18349, -1.22390], [-4.43344, 7.58799, 5.68542], [-4.34000, 7.43396, 4.48374], [-3.05565, 7.64789, 3.78004], [-2.95426, 7.48075, 2.46292], [-4.12039, 7.07266, 1.64777], [-4.02663, 6.91794, 0.44564], [-5.40531, 6.85857, 2.35167], [-5.50685, 7.02562, 3.66858], [-2.21338, 7.94495, 4.39192], [-2.02359, 7.63311, 1.93100], [-6.24777, 6.56112, 1.73979], [-6.43748, 6.87300, 4.20066], [2.34110, -1.36689, 8.04909], [1.80364, -2.31806, 7.51835], [0.78355, -2.13491, 6.46149], [0.19325, -3.17880, 5.88194], [0.53335, -4.56746, 6.26892], [-0.00264, -5.51911, 5.74024], [1.55443, -4.75071, 7.32671], [2.14409, -3.70676, 7.90562], [0.54755, -1.11362, 6.19022], [-0.55534, -3.06244, 5.10794], [1.79064, -5.77206, 7.59804], [2.89261, -3.82150, 8.67954], [-2.53714, 4.51042, 7.22179], [-3.45315, 4.52276, 8.01960], [-3.48676, 3.58551, 9.16608], [-4.49268, 3.59840, 10.03854], [-5.61917, 4.55088, 9.90072], [-6.53485, 4.56269, 10.69821], [-5.58473, 5.48738, 8.75442], [-4.57871, 5.47505, 7.88132], [-2.65540, 2.89689, 9.25194], [-4.53494, 2.92078, 10.88194], [-6.41604, 6.17604, 8.66849], [-4.53576, 6.15370, 7.03635], [3.18083, -3.33113, -3.20352], [4.35460, -3.18434, -3.47293], [5.41807, -3.75234, -2.61361], [6.70576, -3.58795, -2.90961], [7.12882, -2.83222, -4.11033], [8.30541, -2.68477, -4.38074], [6.06547, -2.26420, -4.96989], [4.77764, -2.42823, -4.67436], [5.09098, -4.30237, -1.74027], [7.49712, -3.99537, -2.29292], [6.39279, -1.71426, -5.84339], [3.98605, -2.02070, -5.29173], [6.68240, -7.12647, -5.47375], [7.88897, -7.07997, -5.34109], [8.60867, -5.78708, -5.30635], [9.93114, -5.73552, -5.16280], [10.73891, -6.97002, -5.03033], [11.94437, -6.92336, -4.89751], [10.01881, -8.26436, -5.06521], [8.69592, -8.31493, -5.20867], [8.00550, -4.89626, -5.40364], [10.47289, -4.79832, -5.13583], [10.62442, -9.15664, -4.96776], [8.15264, -9.25114, -5.23552], [-3.69722, -3.53000, -4.97237], [-2.63008, -3.07353, -5.33336], [-1.83657, -3.72474, -6.40124], [-0.66624, -3.22494, -6.79377], [-0.10951, -1.99616, -6.18066], [0.95741, -1.54036, -6.54061], [-0.90375, -1.34591, -5.11369], [-2.07403, -1.84662, -4.72160], [-2.25854, -4.62102, -6.83845], [-0.07193, -3.68751, -7.57168], [-0.48291, -0.44908, -4.67506], [-2.66758, -1.38244, -3.94268]],
  "mulliken_charge": [-1.27, 0.34, -0.47, 0.85, -0.73, -0.79, 1.03, -1.13, 0.32, -0.85, -0.19, 1.08, -1.80, 0.40, 0.32, -0.38, 0.03, 0.01, -0.32, -0.52, 0.07, 0.41, -0.34, -0.53, -0.83, -0.49, -0.20, -0.16, -0.42, 0.35, 0.35, 0.26, 0.39, 0.15, 0.25, 0.29, 0.43, 0.21, 0.17, 0.41, 0.55, 0.14, 0.39, 0.10, 0.11, 0.39, 0.37, 0.41, 0.55, 0.33, -0.64, 0.49, -0.46, -0.36, 0.56, -0.62, -0.44, -0.31, 0.43, 0.44, 0.44, 0.44, -0.56, 0.37, -0.47, -0.06, 0.39, -0.54, -0.35, -0.35, 0.44, 0.27, 0.41, 0.40, -0.55, 0.37, -0.39, -0.38, 0.35, -0.55, -0.50, -0.21, 0.42, 0.41, 0.44, 0.65, -0.59, 0.55, -0.53, -0.12, 0.16, -0.59, -0.40, -0.30, 0.46, 0.47, 0.46, 0.47, -0.56, 0.26, -0.26, -0.34, 0.37, -0.54, -0.38, -0.36, 0.52, 0.46, 0.41, 0.41, -0.57, 0.23, -0.43, -0.45, 0.31, -0.58, -0.32, -0.27, 0.41, 0.43, 0.64, 0.59],
  "homo_ev": -8.4,
  "smiles": "CC(=O)N(C)c1c(C[C@@H]2CO2)c(C)c([PH2]=S)c2c1C(=O)N(c1ccccc1)C2=O.O=C1C=CC(=O)C=C1.O=C1C=CC(=O)C=C1.O=C1C=CC(=O)C=C1.O=C1C=CC(=O)C=C1.O=C1C=CC(=O)C=C1.O=C1C=CC(=O)C=C1",
  "total_charge": 0,
  "total_energy_ha": -4251.5464
}